Record 1
Molecular formula: C6H8
Method: DFT, the ωB97M-V functional and the def2-TZVPD basis

Results
Kohn-Sham gap (alpha / beta): 0.2852 / 0.2593 hartree
LUMO (alpha / beta): 0.450 / -0.869 eV
net charge: 0

Last column: Löwdin charge in e.
Element x y z (Å)
1 C -1.66512 0.82694 -0.05510  -0.203
2 C -2.94982 0.47525 0.22615  0.122
3 C 2.07635 0.75519 0.24087  0.028
4 C 0.74118 1.05627 -0.08585  -0.162
5 C -0.35920 0.16993 -0.18370  -0.279
6 C -0.19980 -1.31788 -0.09733  -0.049
7 H -1.85652 1.88072 -0.46667  0.114
8 H -3.72556 0.09888 0.87073  0.014
9 H 2.89230 1.51484 0.33669  0.059
10 H 2.41307 -0.27179 0.49306  0.052
11 H 0.67764 2.08487 -0.26663  0.074
12 H -1.08665 -1.84023 -0.46043  0.087
13 H 0.16884 -1.60277 0.91868  0.108
14 H 0.58739 -1.44741 -0.72513  0.034

---

Record 2
Molecular formula: C6H8
Method: DFT, the ωB97M-V functional and the def2-TZVPD basis

Results
SMILES: C#CC1CCC1
Kohn-Sham gap: 0.4039 hartree
LUMO: 1.177 eV
net charge: 0

Last column: Löwdin charge in e.
Element x y z (Å)
1 C 2.90291 -0.47983 -0.14541  0.108
2 C 1.77979 -0.18639 0.18065  -0.108
3 C 0.39006 0.10939 0.51730  -0.329
4 C -0.45478 1.10916 -0.32643  -0.142
5 C -1.65501 0.16088 -0.12482  -0.181
6 C -0.65971 -0.97392 0.15636  -0.148
7 H 3.89797 -0.71789 -0.45532  0.021
8 H 0.30228 0.45368 1.55130  0.141
9 H -0.56350 2.12831 0.05666  0.103
10 H -0.09944 1.14775 -1.35903  0.111
11 H -2.20309 0.41887 0.78791  0.106
12 H -2.36297 0.03511 -0.94601  0.099
13 H -0.35331 -1.45739 -0.77639  0.114
14 H -0.92121 -1.74771 0.88324  0.106

---

Record 3
Molecular formula: C6H8
Method: DFT, the ωB97M-V functional and the def2-TZVPD basis

Results
SMILES: C1=C[C@H]2C[C@H]2C1
Kohn-Sham gap: 0.3608 hartree
LUMO: 1.232 eV
net charge: 0

Last column: Löwdin charge in e.
Element x y z (Å)
1 C -1.53161 0.56430 0.02274  -0.078
2 C -0.30328 0.45069 -0.80428  -0.261
3 C 0.99953 0.83561 -0.09244  -0.150
4 C 1.46462 -0.47083 0.51030  -0.095
5 C 0.41931 -1.28740 0.65771  -0.069
6 C -0.79791 -0.78366 -0.08441  -0.214
7 H -1.52726 1.19812 0.90699  0.101
8 H -2.45620 0.63757 -0.55196  0.100
9 H -0.33999 0.49916 -1.88813  0.134
10 H 0.76081 1.50687 0.74654  0.112
11 H 1.71380 1.36803 -0.72262  0.104
12 H 2.49527 -0.67524 0.78771  0.097
13 H 0.48001 -2.28262 1.08973  0.096
14 H -1.37710 -1.56058 -0.57789  0.124

---

Record 4
Molecular formula: C6H8
Method: DFT, the ωB97M-V functional and the def2-TZVPD basis

Results
SMILES: CC1=CCC=C1
Kohn-Sham gap: 0.3532 hartree
LUMO: 1.079 eV
net charge: 0

Last column: Löwdin charge in e.
Element x y z (Å)
1 C 2.10011 0.03866 0.11450  -0.114
2 C 0.61216 -0.06202 -0.06340  -0.383
3 C -0.20656 -1.08641 -0.08808  -0.100
4 C -1.59512 -0.58894 0.06598  -0.235
5 C -1.48546 0.85113 0.08141  -0.134
6 C -0.20990 1.24330 -0.03843  -0.032
7 H 2.27767 -0.03859 1.40004  0.147
8 H 2.48690 1.12415 -0.33555  0.100
9 H 2.57405 -0.90365 -0.69660  0.147
10 H -0.00866 -2.13980 -0.31933  0.117
11 H -2.04354 -1.05082 1.02418  0.151
12 H -2.25043 -1.04721 -0.67921  0.121
13 H -2.38714 1.45414 -0.00840  0.104
14 H 0.13593 2.20606 -0.45710  0.109

---

Record 5
Molecular formula: C6H8
Method: DFT, the ωB97M-V functional and the def2-TZVPD basis

Results
Kohn-Sham gap (alpha / beta): 0.3383 / 0.2615 hartree
LUMO (alpha / beta): 0.573 / -0.201 eV
net charge: 0

Last column: Löwdin charge in e.
Element x y z (Å)
1 C -1.78693 1.38824 -0.28784  -0.037
2 C -0.14837 -0.74058 -0.29794  -0.011
3 C -2.25062 2.42879 0.39508  -0.045
4 C -0.47584 0.67541 -0.30017  -0.245
5 C 0.56191 -1.82661 -0.35509  -0.218
6 C 1.92566 -1.74951 0.22075  -0.124
7 H -3.15566 2.85196 0.00168  0.037
8 H -1.76447 2.98933 1.16726  0.046
9 H -0.06920 0.93098 0.70957  0.142
10 H 0.06724 1.05267 -1.15441  0.119
11 H 0.30007 -2.78020 -0.98663  0.132
12 H 2.12873 -0.77700 0.53608  0.051
13 H 2.66917 -1.76640 -0.51593  0.050
14 H 1.99831 -2.67707 0.86758  0.102

---

Record 6
Molecular formula: C6H8
Method: DFT, the ωB97M-V functional and the def2-TZVPD basis

Results
SMILES: C#CCC(=C)C
Kohn-Sham gap: 0.3804 hartree
LUMO: 0.999 eV
net charge: 0

Last column: Löwdin charge in e.
Element x y z (Å)
1 C -0.76738 1.39419 0.08206  -0.065
2 C -0.72756 -0.08981 0.05894  -0.403
3 C -1.71176 -0.85125 -0.41943  0.047
4 C 0.51108 -0.81568 0.41086  -0.234
5 C 1.73873 -0.29538 -0.01995  -0.165
6 C 2.83992 0.12126 -0.32649  0.127
7 H -0.11697 1.91734 -0.75033  0.129
8 H -0.50624 1.66723 1.12475  0.093
9 H -1.80674 1.61558 -0.11814  0.061
10 H -2.68704 -0.39976 -0.65409  0.070
11 H -1.62891 -1.90862 -0.42065  0.050
12 H 0.53407 -1.87633 0.14543  0.128
13 H 0.50811 -0.86406 1.51894  0.145
14 H 3.82068 0.38528 -0.63188  0.018

---

Record 7
Molecular formula: C6H8
Method: DFT, the ωB97M-V functional and the def2-TZVPD basis

Results
Kohn-Sham gap: 0.3817 hartree
LUMO: 1.185 eV
net charge: 0

Last column: Löwdin charge in e.
Element x y z (Å)
1 C -0.34367 -0.06609 -1.93938  0.009
2 C -1.04324 -0.81558 -1.15090  -0.253
3 C -1.60472 -1.36670 -0.10998  -0.018
4 C 0.88031 0.06812 0.62575  -0.272
5 C 0.82092 0.65178 1.82581  0.000
6 C 0.70723 0.90449 -0.60754  -0.085
7 H -0.62211 -0.11849 -3.03911  0.087
8 H -2.42322 -0.82391 0.35215  0.066
9 H -1.43366 -2.41477 0.10323  0.061
10 H 1.40295 -0.87860 0.47293  0.109
11 H 1.39671 0.30541 2.67988  0.055
12 H 0.22858 1.55153 1.98617  0.060
13 H 0.26490 1.89279 -0.34019  0.091
14 H 1.76900 1.11002 -0.85882  0.090

---

Record 8
Molecular formula: C6H8
Method: DFT, the ωB97M-V functional and the def2-TZVPD basis

Results
SMILES: C#CCC1CC1
Kohn-Sham gap: 0.3992 hartree
LUMO: 1.084 eV
net charge: 0

Last column: Löwdin charge in e.
Element x y z (Å)
1 C -2.49862 -1.17710 -1.15586  0.099
2 C -1.50462 -1.16836 -0.47030  -0.155
3 C -0.57997 -0.73589 0.56513  -0.190
4 C 0.78596 -0.22562 0.11433  -0.302
5 C 1.41356 0.93391 0.83837  -0.128
6 C 0.90023 1.10539 -0.56447  -0.126
7 H -3.17339 -1.48840 -1.90581  0.013
8 H -1.30397 0.03523 0.87664  0.130
9 H -0.45871 -1.47656 1.36803  0.123
10 H 1.48088 -0.99276 -0.23149  0.137
11 H 2.49047 0.94330 0.99430  0.097
12 H 0.84132 1.36947 1.65220  0.100
13 H -0.02071 1.65989 -0.71685  0.103
14 H 1.62758 1.21750 -1.36423  0.099

---

Record 9
Molecular formula: C6H8
Method: DFT, the ωB97M-V functional and the def2-TZVPD basis

Results
Kohn-Sham gap: 0.3126 hartree
LUMO: 0.476 eV
net charge: 0

Last column: Löwdin charge in e.
Element x y z (Å)
1 C 1.21898 -1.22766 0.38412  -0.036
2 C -0.16421 -0.81244 0.01351  -0.310
3 C -0.47383 1.29075 -0.17714  -0.179
4 C -0.84922 0.20963 0.87201  -0.121
5 C -0.58975 -0.96060 -1.30738  -0.006
6 C -0.51319 0.41105 -1.44692  -0.151
7 H 1.71791 -0.45390 0.98640  0.093
8 H 1.78101 -1.42287 -0.53264  0.088
9 H 1.17553 -2.14455 0.97305  0.093
10 H -1.15117 2.14105 -0.25843  0.101
11 H 0.52796 1.67210 0.08026  0.110
12 H -0.43212 0.33272 1.87727  0.112
13 H -1.93024 0.07030 0.94211  0.119
14 H -0.31766 0.89443 -2.40621  0.087

---

Record 10
Molecular formula: C6H8
Method: DFT, the ωB97M-V functional and the def2-TZVPD basis

Results
Kohn-Sham gap: 0.2813 hartree
LUMO: -1.159 eV
net charge: 0

Last column: Löwdin charge in e.
Element x y z (Å)
1 C -1.71241 -0.81303 -2.24460  -0.208
2 C -0.94199 -0.16992 -1.21147  -0.348
3 C -0.23137 0.22233 -0.33227  -0.021
4 C 0.58823 0.58669 0.81075  -0.442
5 C 0.88462 -0.49211 1.82175  -0.088
6 C 1.14972 1.73918 0.89257  0.024
7 H -1.84129 0.60033 -3.36500  0.196
8 H -3.20936 -1.28121 -1.24137  0.196
9 H -0.86215 -2.16627 -2.89283  0.198
10 H 2.04577 -0.33507 2.29566  0.142
11 H 0.01629 -0.69608 2.49415  0.079
12 H 1.07562 -1.48224 1.20709  0.102
13 H 1.04556 2.46320 0.09632  0.072
14 H 1.99278 1.82420 1.66924  0.098

---

no.,E_tot (eV),maximum force (eV Å⁻¹)
1,-6345.9932,3.3
2,-6349.0927,0.4
3,-6349.7996,0.5
4,-6348.6083,4.3
5,-6344.6746,3.0
6,-6348.7575,4.2
7,-6346.8691,2.0
8,-6348.5241,1.6
9,-6347.2180,0.6
10,-6339.8269,4.6